Version 1
8
Properties=species:S:1:pos:R:3 method="wB97M-V/def2-TZVPD" e_lumo_ev=1.20 total_charge=0 e_homo_ha=-0.3711
C -0.14 -0.76 1.35
N -0.76 -0.20 0.40
H 0.95 -0.83 1.33
H -0.57 -1.13 2.28
H -1.74 -0.50 0.45
O 1.01 0.89 -1.78
H 1.20 1.71 -2.25
H 0.05 0.82 -1.77

---

Version 2
8
Properties=species:S:1:pos:R:3 method="wB97M-V/def2-TZVPD" e_lumo_ev=0.98 total_charge=0 e_homo_ha=-0.3758
C -0.69 -0.43 -0.01
O 0.51 -1.09 0.07
N 1.73 -0.05 -0.06
H -1.45 -1.34 -0.06
H -0.96 0.40 -0.75
H -0.94 0.11 0.95
H 1.29 0.59 0.59
H 1.62 0.22 -0.97

---

Stability ranking, top entry: version 1; the second entry is 0.0759 hartree less favorable.

---

Version 1
29
Properties=species:S:1:pos:R:3 method="wB97M-V/def2-TZVPD" e_lumo_ev=2.92 total_charge=-1 e_homo_ha=-0.2311
B -0.24 -0.65 -0.14
H -0.19 0.01 -1.22
H -1.40 -1.08 -0.26
H 0.60 -1.33 -0.39
H -0.17 -0.06 0.99
O -2.48 2.22 -0.20
H -3.02 2.42 0.57
H -2.05 1.45 -0.17
O -0.16 3.03 2.07
H 0.38 3.82 1.94
H 0.37 2.23 1.94
O -1.48 -2.79 -2.50
H -1.37 -3.67 -2.15
H -1.28 -1.97 -1.83
O 3.20 0.09 0.47
H 2.19 -0.05 0.55
H 3.42 0.88 -0.04
O -0.55 -0.24 3.73
H -0.65 -0.26 2.83
H 0.33 -0.56 3.69
O 0.83 -3.53 1.70
H 0.02 -3.99 1.55
H 0.77 -2.86 1.13
O 0.80 3.25 -0.58
H 0.72 2.34 -0.93
H 0.28 3.25 0.29
O 0.31 -0.38 -4.68
H 0.46 -0.28 -3.71
H 0.36 -1.29 -4.65

---

Version 2
29
Properties=species:S:1:pos:R:3 method="wB97M-V/def2-TZVPD" e_lumo_ev=2.88 total_charge=-1 e_homo_ha=-0.2447
B 0.17 1.13 0.57
H -0.03 -0.03 0.30
H 1.25 1.22 1.16
H 0.20 1.72 -0.51
H -0.77 1.62 1.25
O 3.18 1.06 -1.20
H 2.58 1.38 -0.55
H 2.67 1.05 -2.02
O 1.83 -2.53 -0.51
H 1.15 -2.16 -1.11
H 1.29 -2.87 0.20
O -3.39 2.66 -0.56
H -3.02 2.94 -1.39
H -2.70 2.41 0.07
O 0.04 -1.67 -2.64
H -0.61 -1.00 -2.48
H -0.12 -1.95 -3.55
O -2.67 -0.56 1.09
H -1.75 -0.37 0.88
H -2.95 0.22 1.57
O 3.06 -1.32 2.37
H 2.34 -1.92 2.18
H 3.17 -0.80 1.58
O -1.94 0.25 -1.89
H -1.32 0.36 -1.17
H -2.19 1.14 -2.23
O 0.05 -0.79 3.20
H -0.08 -1.18 2.33
H 0.59 0.02 3.03

---

Stability ranking, top entry: version 2; the second entry is 0.0638 hartree less favorable.

---

Version 1
10
Properties=species:S:1:pos:R:3 method="wB97M-V/def2-TZVPD" e_lumo_ev=1.07 total_charge=0 e_homo_ha=-0.3839
F -1.69 1.09 0.01
C -0.20 1.23 0.04
C 0.30 -0.14 0.76
C 0.28 -1.06 -0.45
O 1.54 -0.69 -0.08
H -0.20 2.25 0.42
H 0.24 1.02 -0.99
H 0.38 -0.58 1.92
H -0.35 -0.91 -1.31
H -0.30 -2.21 -0.33

---

Version 2
10
Properties=species:S:1:pos:R:3 method="wB97M-V/def2-TZVPD" e_lumo_ev=0.92 total_charge=0 e_homo_ha=-0.3677
O 1.67 -0.53 -0.09
C 0.43 -0.24 0.46
C -0.22 1.05 0.01
C -0.78 -0.27 -0.43
F -1.98 -0.67 0.13
H 1.76 -1.50 -0.15
H 0.24 -0.52 1.50
H -0.77 1.62 0.76
H 0.32 1.64 -0.75
H -0.68 -0.57 -1.44

---

Stability ranking, top entry: version 2; the second entry is 0.1135 hartree less favorable.

---

Version 1
10
Properties=species:S:1:pos:R:3 method="wB97M-V/def2-TZVPD" e_lumo_ev=0.88 total_charge=0 e_homo_ha=-0.3703
O -1.69 -0.56 0.12
C -0.43 -0.26 -0.45
C 0.07 0.97 0.00
C 0.80 -0.34 0.29
F 2.14 -0.55 -0.10
H -1.83 -1.44 -0.06
H -0.16 -0.37 -1.47
H 0.59 1.71 -0.64
H -0.42 1.51 0.96
H 0.92 -0.67 1.37

---

Version 2
10
Properties=species:S:1:pos:R:3 method="wB97M-V/def2-TZVPD" e_lumo_ev=1.14 total_charge=0 e_homo_ha=-0.3912
F 2.27 -0.24 -0.24
C 1.17 0.43 0.26
C -0.07 0.01 -0.50
C -1.30 -0.58 0.12
O -1.21 0.76 -0.21
H 1.27 1.48 0.09
H 1.05 0.22 1.33
H 0.06 -0.16 -1.58
H -1.24 -0.80 1.21
H -1.99 -1.12 -0.48

---

Stability ranking, top entry: version 2; the second entry is 0.0364 hartree less favorable.

---

Version 1
12
Properties=species:S:1:pos:R:3 method="wB97M-V/def2-TZVPD" e_lumo_ev=-5.60 total_charge=+1 e_homo_ha=-0.5350
C 0.23 0.00 -0.16
C -2.15 -0.71 -0.21
N 0.18 1.28 -0.14
N 1.31 -0.74 -0.03
O 1.34 2.03 -0.10
Cl -3.15 0.61 0.02
H -1.85 -1.60 0.43
H -2.33 -1.07 -1.22
H -0.65 1.72 0.03
H 1.34 -1.72 0.30
H 2.19 -0.20 0.17
H 1.23 2.89 0.17

---

Version 2
12
Properties=species:S:1:pos:R:3 method="wB97M-V/def2-TZVPD" e_lumo_ev=-3.36 total_charge=+1 e_homo_ha=-0.5637
N -0.67 1.47 0.35
C -0.27 0.31 -0.08
N -0.80 -0.47 -0.95
C 1.33 -0.28 0.55
O 1.35 -1.57 0.16
Cl 2.55 0.77 -0.23
H -0.13 1.99 1.02
H -1.52 1.91 0.00
H -0.33 -1.35 -1.14
H -1.66 -0.26 -1.45
H 1.32 -0.10 1.63
H 2.15 -2.04 0.47

---

Stability ranking, top entry: version 2; the second entry is 0.1848 hartree less favorable.

---

Version 1
5
Properties=species:S:1:pos:R:3 method="wB97M-V/def2-TZVPD" e_lumo_ev=1.21 total_charge=0 e_homo_ha=-0.4447
C 0.39 0.24 -0.45
F -0.46 -0.31 0.51
H -0.15 0.57 -1.29
H 0.82 1.21 -0.07
H 1.15 -0.45 -0.52

---

Version 2
5
Properties=species:S:1:pos:R:3 method="wB97M-V/def2-TZVPD" e_lumo_ev=1.17 total_charge=0 e_homo_ha=-0.4422
C 0.07 -0.05 -0.01
F -0.38 1.22 0.41
H 0.11 -0.02 -1.18
H 0.84 -0.34 0.67
H -0.65 -0.81 0.11

---

Stability ranking, top entry: version 1; the second entry is 0.0076 hartree less favorable.